(1)
Entry from the OMol25 dataset: 14 unconnected molecules or ions with the total composition C84H70F14 in a non-equilibrium geometry (ωB97M-V/def2-TZVPD).

CARTESIAN COORDINATES (ANGSTROEM)
1 F -6.9242 -2.9541 -5.0924
2 C -6.3798 -2.9457 -3.8204
3 C -5.1071 -2.4843 -3.5858
4 C -4.5176 -2.3990 -2.2369
5 C -5.3500 -2.9137 -1.2156
6 C -6.7144 -3.2201 -1.4640
7 C -7.1786 -3.3073 -2.7943
8 H -4.4892 -2.0675 -4.3673
9 H -3.5183 -2.0523 -2.0185
10 H -4.9257 -3.0191 -0.2281
11 H -7.3733 -3.4435 -0.6380
12 H -8.1709 -3.6988 -2.9634
13 F 5.8442 0.6352 -4.4952
14 C 5.2360 0.9064 -3.2906
15 C 5.2779 2.1724 -2.7844
16 C 4.7144 2.4561 -1.5545
17 C 4.1674 1.4246 -0.8378
18 C 4.0717 0.1074 -1.3505
19 C 4.6187 -0.1649 -2.6159
20 H 5.6770 2.9379 -3.4333
21 H 4.5914 3.4872 -1.2579
22 H 3.6351 1.7386 0.0479
23 H 3.6000 -0.6119 -0.6975
24 H 4.5783 -1.1464 -3.0646
25 F -0.9591 0.9823 4.4159
26 C -0.2059 0.2352 5.2611
27 C 0.8510 0.8493 5.9051
28 C 1.5539 0.2238 6.9110
29 C 1.1878 -1.0861 7.2522
30 C 0.1765 -1.7687 6.5787
31 C -0.5238 -1.1052 5.5290
32 H 1.0977 1.8806 5.7004
33 H 2.3679 0.6348 7.4896
34 H 1.6604 -1.4987 8.1313
35 H -0.0518 -2.7944 6.8282
36 H -1.4378 -1.5354 5.1472
37 F 2.7166 -3.1296 -2.3231
38 C 3.0233 -4.4488 -2.4371
39 C 3.7803 -5.1512 -1.4919
40 C 3.9695 -6.5380 -1.6858
41 C 3.4488 -7.2182 -2.7944
42 C 2.7096 -6.4613 -3.7403
43 C 2.5263 -5.0833 -3.5717
44 H 4.0594 -4.6802 -0.5610
45 H 4.5025 -7.1252 -0.9527
46 H 3.4858 -8.2957 -2.8583
47 H 2.2389 -6.9856 -4.5588
48 H 1.8156 -4.5575 -4.1920
49 F 4.3752 -1.1283 1.2290
50 C 5.7266 -1.2945 1.2388
51 C 6.1968 -2.5530 1.0796
52 C 7.5912 -2.7694 1.0627
53 C 8.4366 -1.6606 1.2240
54 C 7.9352 -0.3752 1.2775
55 C 6.5543 -0.1733 1.2929
56 H 5.5236 -3.3925 0.9872
57 H 7.9864 -3.7718 0.9887
58 H 9.4964 -1.8680 1.2374
59 H 8.6247 0.4555 1.3082
60 H 6.2083 0.8460 1.2048
61 F 5.7918 -3.5363 5.1539
62 C 4.7592 -3.4294 4.3149
63 C 4.5782 -4.4979 3.3596
64 C 3.4027 -4.5215 2.5230
65 C 2.4769 -3.4712 2.6507
66 C 2.7167 -2.4228 3.5263
67 C 3.8335 -2.4451 4.3936
68 H 5.2620 -5.3332 3.3903
69 H 3.2278 -5.3404 1.8409
70 H 1.6186 -3.3253 2.0115
71 H 1.9530 -1.6608 3.5759
72 H 3.9165 -1.6139 5.0781
73 F -0.5063 3.3777 -6.1923
74 C -0.3192 2.8934 -4.9266
75 C 0.7814 2.0803 -4.6610
76 C 1.1555 1.7768 -3.3814
77 C 0.4167 2.2897 -2.3227
78 C -0.7457 3.0085 -2.5353
79 C -1.0660 3.3321 -3.8720
80 H 1.2501 1.6300 -5.5235
81 H 1.9990 1.1083 -3.2915
82 H 0.6363 2.0693 -1.2885
83 H -1.3778 3.2955 -1.7079
84 H -1.9797 3.8898 -4.0158
85 F -4.3697 -3.6419 3.0348
86 C -4.6531 -2.3287 3.0912
87 C -5.4126 -2.0161 4.1763
88 C -5.7437 -0.6777 4.4044
89 C -5.4090 0.2824 3.4645
90 C -4.6442 -0.0746 2.3843
91 C -4.2295 -1.4057 2.2083
92 H -5.8065 -2.7643 4.8482
93 H -6.4016 -0.4346 5.2256
94 H -5.6818 1.3182 3.6025
95 H -4.3944 0.6838 1.6571
96 H -3.6811 -1.7232 1.3337
97 F -3.0077 0.5531 -0.2585
98 C -1.7199 0.2793 0.1171
99 C -1.0284 1.0448 1.1316
100 C 0.3408 0.8172 1.4106
101 C 0.9763 -0.2163 0.7881
102 C 0.2518 -1.0956 -0.0597
103 C -1.0512 -0.7812 -0.4467
104 H -1.5568 1.8081 1.6834
105 H 0.7747 1.4731 2.1508
106 H 2.0073 -0.3929 1.0571
107 H 0.7433 -1.8869 -0.6061
108 H -1.5119 -1.4180 -1.1874
109 F -7.4173 7.0240 -0.5600
110 C -6.5646 5.9787 -0.4203
111 C -6.6106 5.3163 0.7876
112 C -5.8966 4.1370 0.9132
113 C -5.0319 3.6997 -0.1121
114 C -4.8998 4.3753 -1.3327
115 C -5.7406 5.4900 -1.4507
116 H -7.3271 5.6170 1.5377
117 H -5.9576 3.5591 1.8235
118 H -4.4943 2.7653 -0.0460
119 H -4.2837 3.9912 -2.1323
120 H -5.8161 6.0120 -2.3932
121 F -0.6808 -1.7908 -8.1439
122 C -0.4233 -1.7878 -6.8815
123 C 0.8583 -1.3670 -6.4617
124 C 1.1123 -1.3894 -5.0525
125 C 0.1682 -1.9525 -4.1605
126 C -1.0202 -2.4538 -4.6692
127 C -1.3113 -2.3708 -5.9965
128 H 1.4836 -0.8163 -7.1489
129 H 2.0162 -1.0313 -4.5825
130 H 0.4001 -2.1098 -3.1175
131 H -1.7006 -2.9735 -4.0108
132 H -2.2494 -2.8509 -6.2326
133 F -5.0481 1.1487 -2.4576
134 C -4.6215 0.7586 -3.6664
135 C -3.2489 0.6824 -3.9329
136 C -2.8305 0.3318 -5.2062
137 C -3.8094 -0.0589 -6.1344
138 C -5.1818 0.1191 -5.9206
139 C -5.5781 0.5458 -4.6185
140 H -2.5165 0.8118 -3.1498
141 H -1.7804 0.2566 -5.4470
142 H -3.4871 -0.5395 -7.0463
143 H -5.9614 -0.1701 -6.6099
144 H -6.6226 0.6217 -4.3548
145 F 2.5113 3.3045 2.1371
146 C 2.9816 3.1264 3.3927
147 C 3.1316 4.2320 4.2243
148 C 3.6844 4.1653 5.5120
149 C 4.0971 2.9515 6.0244
150 C 4.0191 1.8255 5.1084
151 C 3.4981 1.8940 3.8081
152 H 2.8134 5.1870 3.8329
153 H 3.7226 5.0226 6.1678
154 H 4.3290 2.8638 7.0755
155 H 4.1934 0.8231 5.4709
156 H 3.4134 1.0809 3.1023
157 F 1.3740 6.2066 2.1009
158 C 0.1653 5.5667 2.1566
159 C -0.5853 5.4946 0.9783
160 C -1.8741 4.8848 1.0800
161 C -2.3622 4.5128 2.3435
162 C -1.5901 4.5665 3.4716
163 C -0.3510 5.1260 3.3842
164 H -0.2117 5.8656 0.0353
165 H -2.5260 4.6445 0.2532
166 H -3.3181 4.0130 2.3976
167 H -1.9394 4.2173 4.4320
168 H 0.3135 5.1939 4.2329

Output
frontier orbital gap	9.395	eV
E_HOMO	-8.91	eV
total energy	-126285.289	eV
ΔE to the lowest compared entry with this formula, charge and spin	2.602	eV

(2)
Entry from the OMol25 dataset: a gas-phase ion, C4H10N2OP (charge -1) in a non-equilibrium geometry (ωB97M-V/def2-TZVPD).

CARTESIAN COORDINATES (ANGSTROEM)
1 C -2.3467 1.3658 0.3885
2 P -1.5533 -0.0269 -0.7782
3 O -2.1868 -1.2474 -0.2735
4 N -0.2472 -0.0075 0.4808
5 C 0.4230 -1.2824 0.6671
6 C 1.6654 -1.1215 -0.2492
7 C 1.7824 0.3091 -0.7065
8 N 0.7651 0.9198 0.1372
9 H -1.8234 1.4898 1.3757
10 H -3.3027 0.9859 0.4440
11 H -2.2815 2.2822 -0.2120
12 H -0.2597 -2.0036 0.2701
13 H 0.5380 -1.3586 1.7196
14 H 1.6387 -1.9052 -0.9781
15 H 2.5666 -1.2804 0.3440
16 H 2.8284 0.5974 -0.6283
17 H 1.5166 0.5252 -1.8057
18 H 0.2770 1.7581 -0.1957

Output
frontier orbital gap	6.457	eV
SMILES	CP([O-])N1CCCN1
E_HOMO	-2.31	eV
charge	-1
total energy	-18625.657	eV
ΔE to the lowest compared entry with this formula, charge and spin	1.114	eV

- Which formula does entry 2 have?
  C4H10N2OP

- Which value of total energy does entry 1 give?
  -126285.289 eV